Entry i
Computed, not measured: an isolated molecule of C3H8N2OS, with ωB97M-V with the def2-TZVPD basis set.

ORCA input file:
```
! RIJCOSX wB97M-V def2-TZVPD def2/J DEFGRID3
* xyz 0 1
C 0.121 -2.264 0.149
N 0.532 -0.898 -0.126
S 1.860 -0.105 0.556
C -0.443 -0.104 -0.651
O -1.605 -0.356 -1.038
C -0.052 1.339 -0.726
N -0.430 1.953 0.624
H 0.952 -2.929 -0.220
H -0.674 -2.544 -0.472
H -0.207 -2.465 1.297
H 1.010 0.212 1.563
H 1.055 1.359 -0.967
H -0.720 1.835 -1.351
H -1.507 2.038 0.605
H 0.108 2.927 0.757
*
```

- SMILES: CN(S)C(=O)CN
- HOMO energy: -9.15 eV
- Orbital gap: 9.75 eV
- E_LUMO: 0.022 Ha

Here are the Löwdin charges for atoms 1 to 6, given in e: -0.105 -0.499 0.857 -0.545 0.032 -0.271



Entry ii
Computed, not measured: a structure of composition C3H8N2OS, with ωB97M-V with the def2-TZVPD basis set.

ORCA input file:
```
! RIJCOSX wB97M-V def2-TZVPD def2/J DEFGRID3
* xyz 0 1
C 2.551 -0.807 0.220
C -0.512 0.448 -0.367
C -1.159 1.818 -0.001
H 3.027 -1.910 -0.268
H 3.067 0.469 -0.014
H 2.507 -0.784 1.558
H -1.713 1.659 1.000
H -1.819 2.273 -0.799
H -0.464 2.738 0.277
H -0.493 -1.587 0.242
H -3.050 -1.902 -1.047
N 0.776 0.374 -0.168
N -1.124 -0.713 -0.499
O 1.141 -1.054 -0.325
S -2.736 -1.021 0.189
*
```

- HOMO energy: -8.86 eV
- Orbital gap: 9.25 eV
- E_LUMO: 0.014 Ha

Here are the Löwdin charges for atoms 1 to 6, given in e: -0.155 -0.552 -0.062 0.124 0.160 0.121



Entry iii
Computed, not measured: an isolated molecule of C3H8N2OS, with ωB97M-V with the def2-TZVPD basis set.

ORCA input file:
```
! RIJCOSX wB97M-V def2-TZVPD def2/J DEFGRID3
* xyz 0 1
N -0.887 -1.988 1.470
C 0.177 -1.149 1.740
O 0.751 -1.011 2.807
N 0.759 -0.238 0.712
C 0.338 0.036 -0.783
C 0.203 1.564 -0.989
S -0.098 2.194 -2.791
H -1.138 -2.795 1.999
H -1.404 -1.521 0.740
H 1.460 0.276 1.241
H 1.156 -0.523 -1.329
H -0.594 -0.508 -0.826
H -0.645 1.946 -0.387
H 1.184 2.011 -0.617
H -1.260 1.707 -2.988
*
```

- SMILES: NC(=O)NCCS
- HOMO energy: -9.29 eV
- Orbital gap: 9.93 eV
- E_LUMO: 0.024 Ha

Here are the Löwdin charges for atoms 1 to 6, given in e: 0.156 -0.560 0.017 0.019 -0.219 -0.488



Stability summary - winner: entry iii; margin: 1.256 eV.



Entry i
Computed, not measured: an isolated molecule of C3H8N2OS, with ωB97M-V with the def2-TZVPD basis set.

ORCA input file:
```
! RIJCOSX wB97M-V def2-TZVPD def2/J DEFGRID3
* xyz 0 1
H -0.275 -1.636 0.995
N -0.863 -0.967 1.408
C -1.184 -0.012 0.664
N -2.406 0.647 0.922
O -2.775 0.481 2.350
S -0.417 0.497 -0.722
C 1.175 -0.267 -0.548
C 1.910 0.218 -1.757
H -2.535 1.672 0.789
H -2.345 -0.585 2.379
H 1.083 -1.347 -0.526
H 1.857 0.149 0.367
H 1.901 -0.491 -2.791
H 1.690 1.330 -2.102
H 3.184 0.311 -1.426
*
```

- SMILES: [H]/N=C(/NO)SCC
- HOMO energy: -9.03 eV
- Orbital gap: 9.66 eV
- E_LUMO: 0.023 Ha

Here are the Löwdin charges for atoms 1 to 6, given in e: 0.030 0.081 -0.838 -0.076 -0.157 1.000



Entry ii
Computed, not measured: a structure of composition C3H8N2OS, with ωB97M-V with the def2-TZVPD basis set.

ORCA input file:
```
! RIJCOSX wB97M-V def2-TZVPD def2/J DEFGRID3
* xyz 0 1
C 0.295 -0.530 1.910
C 0.946 0.692 1.265
C -0.614 -1.000 0.827
N 0.298 0.565 -1.399
N -0.220 0.997 -2.591
O -0.615 -0.108 -3.452
S -0.463 0.646 -0.040
H 1.088 -1.144 2.338
H -0.305 -0.204 2.763
H 0.775 1.583 1.793
H 1.951 0.696 0.904
H -0.232 -2.018 0.411
H -1.694 -0.893 1.039
H -1.146 1.539 -2.664
H -0.063 -0.820 -3.105
*
```

- HOMO energy: -7.37 eV
- Orbital gap: 8.00 eV
- E_LUMO: 0.023 Ha

Here are the Löwdin charges for atoms 1 to 6, given in e: -0.331 -0.244 -0.336 -0.442 -0.252 -0.126



Entry iii
Computed, not measured: an isolated molecule of C3H8N2OS, with ωB97M-V with the def2-TZVPD basis set.

ORCA input file:
```
! RIJCOSX wB97M-V def2-TZVPD def2/J DEFGRID3
* xyz 0 1
C -0.905 2.129 0.921
C -0.892 0.587 1.167
N -0.263 -0.156 0.050
S -0.946 -0.135 -1.518
C 1.021 -0.638 0.344
N 1.655 -1.372 -0.639
O 1.573 -0.417 1.410
H 0.119 2.490 0.730
H -1.297 2.669 1.791
H -1.498 2.374 0.031
H -1.934 0.161 1.400
H -0.199 0.397 2.021
H -1.608 -1.266 -1.382
H 1.280 -1.501 -1.548
H 2.609 -1.611 -0.494
*
```

- SMILES: CCN(S)C(N)=O
- HOMO energy: -9.62 eV
- Orbital gap: 10.19 eV
- E_LUMO: 0.021 Ha

Here are the Löwdin charges for atoms 1 to 6, given in e: -0.099 -0.262 -0.453 0.832 -0.620 0.146



Stability summary - winner: entry iii; margin: 4.395 eV.



Entry i
Computed, not measured: an isolated molecule of C11H20N2O3, with ωB97M-V with the def2-TZVPD basis set.

ORCA input file:
```
! RIJCOSX wB97M-V def2-TZVPD def2/J DEFGRID3
* xyz 0 1
C -0.002 0.783 3.904
C 0.123 1.363 2.476
C 1.520 1.352 1.845
C -0.919 0.824 1.440
C -0.506 -0.478 0.805
N -1.330 -1.017 -0.197
C -1.486 -0.625 -1.535
O -2.472 -0.812 -2.210
C -0.351 0.286 -2.049
C -0.179 0.569 -3.483
C 0.661 -0.566 -4.071
C 1.290 -1.155 -2.762
N 1.069 -0.203 -1.711
C -0.316 -1.533 1.903
O 0.723 -2.106 2.137
O -1.430 -1.970 2.577
H 0.543 1.535 4.588
H -1.082 0.494 3.976
H 0.571 -0.137 4.022
H -0.137 2.462 2.495
H 2.165 2.057 2.390
H 1.536 1.727 0.756
H 2.032 0.341 1.897
H -1.954 0.773 1.958
H -0.904 1.438 0.527
H 0.475 -0.255 0.510
H -2.255 -1.476 -0.040
H -0.354 1.271 -1.544
H -1.141 0.594 -4.089
H 0.248 1.613 -3.530
H 0.263 -1.368 -4.582
H 1.405 -0.109 -4.666
H 2.340 -1.372 -2.777
H 0.819 -2.180 -2.525
H 1.247 -0.739 -0.819
H -2.212 -1.380 2.386
*
```

- SMILES: CC(C)C[C@H](NC(=O)[C@@H]1CCCN1)C(=O)O
- HOMO energy: -9.02 eV
- Orbital gap: 9.41 eV
- E_LUMO: 0.014 Ha

Here are the Löwdin charges for atoms 1 to 6, given in e: -0.060 -0.417 -0.087 -0.121 -0.328 0.129



Entry ii
Computed, not measured: an isolated molecule of C11H20N2O3, with ωB97M-V with the def2-TZVPD basis set.

ORCA input file:
```
! RIJCOSX wB97M-V def2-TZVPD def2/J DEFGRID3
* xyz 0 1
C -0.208 -3.157 3.439
C -1.277 -2.180 2.914
C -0.892 -1.308 1.650
C -0.995 -2.170 0.355
C 0.433 -0.490 1.633
N 0.848 -0.111 2.991
C 0.229 0.722 0.630
O -0.606 1.628 0.818
N 0.868 0.629 -0.589
C 1.953 -0.244 -0.998
C 2.443 0.419 -2.329
C 1.224 1.153 -2.876
C 0.389 1.556 -1.585
C -1.081 1.484 -1.964
O -1.875 0.582 -1.740
O -1.340 2.512 -2.812
H -0.704 -3.719 4.253
H 0.685 -2.689 3.789
H 0.095 -3.873 2.646
H -1.506 -1.522 3.744
H -2.162 -2.739 2.660
H -1.659 -0.591 1.596
H -0.279 -3.022 0.312
H -0.879 -1.596 -0.658
H -1.965 -2.691 0.323
H 1.273 -1.043 1.165
H 0.222 0.621 3.207
H 1.798 0.190 2.861
H 1.473 -1.339 -1.207
H 2.599 -0.377 -0.178
H 2.810 -0.267 -3.105
H 3.183 1.187 -2.157
H 1.475 1.980 -3.540
H 0.598 0.382 -3.376
H 0.456 2.615 -1.301
H -2.273 2.391 -3.185
*
```

- SMILES: CC[C@H](C)[C@H](N)C(=O)N1CCC[C@H]1C(=O)O
- HOMO energy: -9.21 eV
- Orbital gap: 9.81 eV
- E_LUMO: 0.022 Ha

Here are the Löwdin charges for atoms 1 to 6, given in e: -0.110 -0.205 -0.297 -0.071 -0.267 0.080



Stability summary - winner: entry ii; margin: 1.446 eV.



Entry i
Computed, not measured: a cluster of 12 separate species, BH26O11 in total, with ωB97M-V with the def2-TZVPD basis set.

ORCA input file:
```
! RIJCOSX wB97M-V def2-TZVPD def2/J DEFGRID3
* xyz -1 1
B -0.839 -0.855 -0.637
H -0.395 0.256 -0.250
H -1.849 -1.215 0.079
H -1.131 -0.787 -1.836
H 0.045 -1.772 -0.523
O -0.745 -0.374 2.653
H -0.937 -0.180 1.735
H -1.046 0.409 3.147
O -0.283 -3.212 2.233
H -0.768 -2.408 1.925
H -0.116 -3.658 1.411
O 0.139 1.571 -2.946
H -0.066 0.721 -2.596
H 0.830 1.455 -3.591
O -0.788 3.409 0.262
H -0.683 4.330 0.030
H 0.007 2.817 0.229
O -2.760 1.837 -0.867
H -2.749 1.061 -1.407
H -1.901 1.902 -0.545
O 0.759 2.280 2.352
H 1.617 1.892 2.341
H 0.138 1.671 2.000
O -3.299 1.158 1.664
H -3.063 0.274 1.976
H -3.110 1.334 0.748
O 1.682 -2.015 -2.998
H 1.176 -1.450 -3.579
H 1.094 -2.111 -2.221
O 2.561 -1.430 1.022
H 2.642 -0.603 1.532
H 1.681 -1.398 0.659
O 2.261 -3.676 -0.332
H 2.542 -3.039 0.294
H 1.748 -4.288 0.152
O 1.900 2.330 -1.113
H 2.501 1.631 -1.315
H 1.206 2.132 -1.687
*
```

- HOMO energy: -6.97 eV
- Orbital gap: 9.69 eV
- E_LUMO: 0.100 Ha

Here are the Löwdin charges for atoms 1 to 6, given in e: -0.387 -0.021 -0.002 -0.035 -0.032 -0.074



Entry ii
Computed, not measured: a cluster of 12 separate species, BH26O11 in total, with ωB97M-V with the def2-TZVPD basis set.

ORCA input file:
```
! RIJCOSX wB97M-V def2-TZVPD def2/J DEFGRID3
* xyz -1 1
B -0.597 0.331 -0.181
H -1.523 0.951 -0.258
H -1.053 -0.820 -0.214
H 0.118 0.450 -1.055
H 0.106 0.320 0.962
O 3.155 0.611 1.452
H 2.397 1.022 1.425
H 2.790 -0.311 1.240
O -4.458 2.300 0.928
H -3.799 2.942 0.450
H -3.894 1.641 0.968
O 0.826 3.063 -3.018
H 1.308 2.604 -2.327
H 1.403 3.499 -3.614
O -1.735 0.115 -3.242
H -2.700 0.438 -3.133
H -1.474 -0.154 -2.395
O 1.895 -0.446 -3.029
H 2.350 0.462 -2.919
H 0.964 -0.284 -2.737
O 1.468 3.191 0.487
H 0.597 2.719 0.577
H 1.972 2.907 -0.282
O -0.656 -2.152 3.256
H 0.137 -1.845 2.702
H -0.592 -1.833 4.057
O 1.735 -1.857 1.639
H 1.534 -1.842 0.736
H 2.253 -2.507 2.058
O -1.665 -3.452 1.086
H -1.272 -3.006 0.254
H -1.721 -2.804 1.787
O 2.574 -1.957 -1.130
H 2.830 -2.596 -1.830
H 1.900 -1.484 -1.231
O -2.782 -0.086 2.406
H -2.480 0.225 1.546
H -1.910 -0.345 2.572
*
```

- HOMO energy: -6.59 eV
- Orbital gap: 9.16 eV
- E_LUMO: 0.095 Ha

Here are the Löwdin charges for atoms 1 to 6, given in e: -0.391 -0.078 -0.026 -0.089 0.017 -0.039



Stability summary - winner: entry i; margin: 3.176 eV.